A structure of composition C17H14ClNNdO3S in a non-equilibrium geometry. Source: the Open Molecules 2025 dataset; level of theory: ωB97M-V with the def2-TZVPD basis set.

Last column: Löwdin spin population.
Cartesian coordinates (Å):
C1 -0.2670 -0.2779 3.6096  -0.006
C2 0.0492 1.1277 3.5709  -0.005
C3 1.1967 1.3124 2.6946  -0.009
H1 -0.5297 1.9277 4.0488  0.000
C4 1.5700 0.0065 2.1757  -0.004
C5 0.6645 -0.9668 2.7482  -0.002
H2 0.6755 -2.0421 2.5677  0.000
H3 -1.0863 -0.7532 4.1591  0.000
H4 1.5901 2.2737 2.3343  0.000
H5 2.3423 -0.2025 1.4262  0.001
Nd1 -0.6177 0.6131 1.0409  3.045
Cl1 -2.6226 -1.1144 1.0327  -0.012
C6 -1.5328 5.2053 -1.3601  0.000
C7 -0.1243 5.2200 -1.6466  0.000
C8 0.5452 5.8661 -0.5507  0.000
H6 0.3505 4.8215 -2.5381  0.000
C9 -0.4499 6.2511 0.4129  0.000
C10 -1.7342 5.8428 -0.0878  0.000
H7 -2.6889 5.9972 0.4055  0.000
H8 -2.3091 4.7938 -1.9975  0.000
H9 1.6138 6.0415 -0.4689  0.000
H10 -0.2644 6.7678 1.3500  0.000
O1 -0.7293 -3.1721 1.3796  0.000
C11 -0.2013 -2.8027 0.3087  0.000
N1 0.1659 -1.5119 -0.0135  -0.006
S1 0.5929 -1.1230 -1.6176  0.001
O2 -0.4231 -1.8864 -2.6172  0.000
O3 0.0693 0.3528 -1.5771  -0.002
C12 0.5676 -3.1009 -1.9389  0.000
C13 0.9423 -3.8674 -3.0448  0.000
C14 0.7181 -5.2291 -2.9951  0.000
C15 0.1843 -5.8600 -1.8550  0.000
C16 -0.1280 -5.1110 -0.7326  0.000
C17 0.1043 -3.7300 -0.7846  0.000
H11 1.3406 -3.3497 -3.8955  0.000
H12 0.9574 -5.8238 -3.8661  0.000
H13 0.0137 -6.9337 -1.8456  0.000
H14 -0.5456 -5.5625 0.1678  0.000

Output
- LUMO level (alpha / beta): 0.3 / 0.3 eV
- Relative energy (zero: lowest compared OMol25 entry of this formula, charge and spin): 4.442 eV
- Orbital gap (alpha / beta): 3.2 / 3.2 eV
- Charge: -1
- 2S+1: 4
- E_tot: -2356.41305 Ha
- E_HOMO (alpha / beta): -2.9 / -2.9 eV

***

The molecule C17H14ClNOS2. Source: the Open Molecules 2025 dataset; level of theory: ωB97M-V with the def2-TZVPD basis set.

Last column: natural (NBO) charge in e.
Cartesian coordinates (Å):
O1 -0.4468 1.2586 2.2795  -0.617
C1 0.6235 1.5193 1.7751  0.671
C2 1.9305 1.0063 2.3488  -0.624
S1 2.9640 0.1578 1.1032  0.243
C3 1.7206 -0.7151 0.1693  -0.155
C4 1.7073 -0.4322 -1.1751  -0.207
C5 0.7035 -0.9293 -2.0087  -0.209
C6 -0.3411 -1.6161 -1.4596  -0.189
C7 -0.3511 -1.9476 -0.0896  0.037
C8 -1.4340 -2.6668 0.4554  -0.194
C9 -1.4188 -3.0791 1.7564  -0.202
C10 -0.2787 -2.8612 2.5356  -0.218
C11 0.7849 -2.1563 2.0342  -0.003
Cl1 2.2180 -2.1342 3.0105  0.011
C12 0.7552 -1.5848 0.7385  -0.135
N1 0.7692 2.3228 0.7020  -0.617
C13 -0.3649 2.9569 0.0616  -0.264
C14 -0.7793 2.2822 -1.2040  -0.200
C15 -1.8147 1.4224 -1.3947  -0.245
C16 -1.9401 0.9960 -2.7363  -0.254
C17 -0.9913 1.5299 -3.5439  -0.416
S2 0.0787 2.5643 -2.6850  0.416
H1 2.5437 1.8400 2.6939  0.246
H2 1.7219 0.3403 3.1847  0.247
H3 2.4785 0.2051 -1.5813  0.226
H4 0.7325 -0.7131 -3.0654  0.223
H5 -1.1737 -1.9328 -2.0695  0.212
H6 -2.2730 -2.8927 -0.1858  0.210
H7 -2.2548 -3.6142 2.1796  0.219
H8 -0.2205 -3.2715 3.5317  0.229
H9 1.6768 2.4148 0.2708  0.405
H10 -0.1135 4.0046 -0.1328  0.209
H11 -1.1886 2.9036 0.7792  0.251
H12 -2.4678 1.1091 -0.6005  0.234
H13 -2.7083 0.3277 -3.0814  0.224
H14 -0.8474 1.3850 -4.5963  0.236

Output
- SMILES string: O=C(CSc1cccc2cccc(Cl)c12)NCc1cccs1
- LUMO level: 0.2 eV
- Orbital gap: 8.2 eV
- 2S+1: 1
- E_tot: -2042.79644 Ha
- E_HOMO: -8.0 eV

***

A structure of composition C17H14Co2NO6 in a non-equilibrium geometry. Source: the Open Molecules 2025 dataset; level of theory: ωB97M-V with the def2-TZVPD basis set.

Last column: natural (NBO) charge in e.
Cartesian coordinates (Å):
O1 1.1194 -0.6007 1.8529  -0.584
C1 0.7847 -0.5761 0.7450  0.436
Co1 0.3976 -0.4022 -0.9516  -0.024
C2 1.7286 0.5052 -1.6332  0.521
O2 2.6120 1.1303 -2.0339  -0.555
C3 0.4328 -1.9006 -1.9289  0.467
O3 0.6920 -2.8459 -2.5292  -0.536
C4 -1.0462 1.0700 -0.8518  -0.286
C5 -0.5180 2.3681 -0.4271  -0.092
C6 0.1290 2.5009 0.8174  -0.148
C7 0.7999 3.6764 1.1443  -0.223
C8 0.7706 4.7668 0.2687  -0.251
C9 0.0321 4.6852 -0.9135  -0.217
C10 -0.6381 3.5091 -1.2526  -0.215
C11 -1.6950 0.7033 -2.0683  -0.128
C12 -1.5653 0.8955 -3.3850  -0.565
Co2 -2.4435 -0.0704 -0.7032  -0.105
C13 -2.3896 -0.5036 0.9947  0.584
O4 -2.3623 -0.8390 2.0985  -0.532
C14 -2.4083 -1.6835 -1.4427  0.528
O5 -2.5162 -2.7568 -1.8747  -0.544
C15 -4.1628 0.4744 -0.8393  0.586
O6 -5.2170 0.8978 -1.0715  -0.525
H1 0.0881 1.6765 1.5246  0.207
H2 1.3272 3.7284 2.0952  0.201
H3 1.2950 5.6984 0.5228  0.199
H4 -0.0596 5.5437 -1.5864  0.199
H5 -1.2681 3.4530 -2.1419  0.220
H6 -2.3515 0.4891 -4.0412  0.187
H7 -0.6759 1.4050 -3.7906  0.196
C16 3.0664 -3.2360 2.5508  -0.398
N1 1.6340 -3.2339 2.4595  -0.652
C17 0.8870 -4.3507 1.9831  -0.397
H8 3.3778 -2.2430 2.9108  0.205
H9 3.4230 -3.9978 3.2744  0.144
H10 3.5291 -3.4382 1.5643  0.182
H11 1.1548 -2.5838 3.0807  0.380
H12 -0.1786 -4.0722 2.0075  0.207
H13 1.1777 -4.6032 0.9435  0.185
H14 1.0371 -5.2397 2.6282  0.142

Output
- LUMO level: 2.6 eV
- Relative energy (zero: lowest compared OMol25 entry of this formula, charge and spin): 0.095 eV
- Orbital gap: 6.4 eV
- Charge: -1
- 2S+1: 1
- E_tot: -3927.87733 Ha
- E_HOMO: -3.8 eV

***

A structure of composition C17H14F6N5O6RuS3 in a non-equilibrium geometry. Source: the Open Molecules 2025 dataset; level of theory: ωB97M-V with the def2-TZVPD basis set.

Last column: Löwdin spin population.
Cartesian coordinates (Å):
Ru1 0.6875 -0.1814 0.2054  0.809
N1 4.4992 -2.3116 0.8833  -0.004
C1 3.2730 -1.8361 0.5593  -0.002
S1 2.7770 -0.3151 1.3248  0.050
N2 2.4799 -2.4872 -0.2234  -0.006
N3 1.2845 -1.9927 -0.4562  -0.020
C2 0.3972 -2.6829 -1.1883  0.035
C3 -0.8653 -2.1105 -1.3558  -0.001
C4 -1.8635 -2.5531 -2.2589  0.007
C5 -3.0252 -1.8418 -2.3780  -0.003
C6 -3.2419 -0.7121 -1.5677  0.013
C7 -2.2337 -0.3211 -0.7076  0.004
N4 -1.0923 -0.9790 -0.6144  0.045
H1 5.1219 -1.6654 1.3403  0.000
H2 4.9010 -2.9927 0.2589  0.000
H3 0.7124 -3.6173 -1.6275  0.001
H4 -1.6634 -3.4207 -2.8654  0.000
H5 -3.7766 -2.1320 -3.0964  0.000
H6 -4.1572 -0.1443 -1.6305  0.001
H7 -2.3470 0.5554 -0.0773  0.001
F1 0.8628 -0.9344 -3.3092  0.000
C8 1.9114 -0.3658 -3.9192  0.000
F2 1.5208 -0.0004 -5.1369  0.000
F3 2.8546 -1.2993 -4.0464  0.000
S2 2.4643 1.1106 -2.8803  0.001
O1 2.3534 0.6043 -1.5307  0.009
O2 3.7754 1.4176 -3.3331  0.001
N5 1.4185 2.2037 -3.2857  0.000
S3 0.0784 2.3757 -2.4897  0.002
O3 -0.1909 3.7190 -2.1130  0.001
O4 -0.1819 1.3486 -1.5087  0.020
C9 -1.2473 1.9649 -3.7713  0.001
F4 -2.4485 2.1723 -3.2239  0.000
F5 -1.1747 2.6740 -4.8909  0.001
F6 -1.1850 0.6705 -4.0966  0.000
C10 -1.4270 -1.6254 4.1795  -0.001
C11 -0.8378 -0.7075 3.1309  0.003
O5 -0.5042 -1.2409 2.0670  -0.014
C12 -0.6957 0.7030 3.4498  0.006
C13 -1.0615 1.1913 4.7144  0.001
C14 -0.8777 2.5030 5.0857  0.007
C15 -0.2910 3.4008 4.1905  0.000
C16 0.0606 2.9847 2.9334  0.005
C17 -0.1530 1.6446 2.4989  -0.002
O6 0.1201 1.3650 1.2858  0.029
H8 -1.4428 -2.6325 3.7707  0.000
H9 -2.4416 -1.3200 4.4234  0.000
H10 -0.8202 -1.6160 5.0813  0.000
H11 -1.5016 0.5108 5.4239  0.000
H12 -1.1804 2.8309 6.0694  0.000
H13 -0.1197 4.4241 4.4908  0.000
H14 0.4962 3.6636 2.2138  0.000

Output
- LUMO level (alpha / beta): -1.7 / -1.8 eV
- Relative energy (zero: lowest compared OMol25 entry of this formula, charge and spin): 2.542 eV
- Orbital gap (alpha / beta): 6.3 / 6.2 eV
- 2S+1: 2
- E_tot: -3270.05117 Ha
- E_HOMO (alpha / beta): -8.0 / -8.0 eV

***

The molecule C17H14N2O4S in a non-equilibrium geometry. Source: the Open Molecules 2025 dataset; level of theory: ωB97M-V with the def2-TZVPD basis set.

Last column: natural (NBO) charge in e.
Cartesian coordinates (Å):
O1 4.4301 1.1455 -0.6503  -0.585
C1 3.6745 0.6800 0.1546  0.828
C2 3.8390 -0.6594 0.8420  -0.499
C3 2.5019 -1.3825 0.9857  -0.513
C4 1.7618 -1.3950 -0.3377  0.572
O2 2.1091 -0.7163 -1.2803  -0.540
C5 0.5850 -2.2525 -0.4122  -0.344
C6 -0.2325 -2.4077 -1.5063  -0.174
C7 -1.2944 -3.2968 -1.2785  -0.261
C8 -1.2796 -3.8105 -0.0162  -0.392
S1 0.0274 -3.2212 0.9180  0.461
O3 2.5943 1.3320 0.6281  -0.522
C9 2.2475 2.5391 -0.0272  -0.132
C10 0.7701 2.6772 -0.0329  0.439
N1 0.0943 3.7778 -0.1171  -0.285
N2 -1.2062 3.4442 -0.0987  -0.283
C11 -1.2719 2.1502 0.0030  0.426
C12 -2.4677 1.3432 0.0813  -0.049
C13 -3.7162 1.9600 0.0021  -0.179
C14 -4.8627 1.1946 0.0832  -0.212
C15 -4.7746 -0.1806 0.2421  -0.202
C16 -3.5346 -0.7939 0.3219  -0.201
C17 -2.3809 -0.0377 0.2431  -0.211
O4 -0.0324 1.5986 0.0478  -0.400
H1 4.2798 -0.4863 1.8254  0.241
H2 4.5369 -1.2464 0.2441  0.240
H3 1.8673 -0.8622 1.7078  0.250
H4 2.6512 -2.4032 1.3420  0.234
H5 -0.0549 -1.8885 -2.4305  0.247
H6 -2.0375 -3.5454 -2.0142  0.234
H7 -1.9647 -4.5094 0.4229  0.242
H8 2.6885 3.4012 0.4858  0.223
H9 2.6373 2.5128 -1.0551  0.241
H10 -3.7576 3.0302 -0.1213  0.236
H11 -5.8307 1.6688 0.0228  0.217
H12 -5.6740 -0.7750 0.3055  0.214
H13 -3.4665 -1.8646 0.4463  0.214
H14 -1.4095 -0.5034 0.3052  0.223

Output
- SMILES string: O=C(CCC(=O)c1cccs1)OCc1nnc(-c2ccccc2)o1
- LUMO level: -0.3 eV
- Relative energy (zero: lowest compared OMol25 entry of this formula, charge and spin): 1.249 eV
- Orbital gap: 8.6 eV
- 2S+1: 1
- E_tot: -1464.87691 Ha
- E_HOMO: -8.9 eV

***

The molecule C17H14N2O5 in a non-equilibrium geometry. Source: the Open Molecules 2025 dataset; level of theory: ωB97M-V with the def2-TZVPD basis set.

Last column: natural (NBO) charge in e.
Cartesian coordinates (Å):
O1 3.0417 0.3422 -0.4786  -0.592
C1 1.8579 0.1240 -0.6058  0.669
C2 1.1301 -0.9140 0.2488  -0.328
N1 1.9149 -1.2198 1.4093  -0.435
C3 2.5476 -2.4338 1.5881  0.881
O2 2.4089 -3.4093 0.9048  -0.604
O3 3.3253 -2.3559 2.6965  -0.434
C4 3.2155 -1.0876 3.1974  0.237
C5 3.8256 -0.5380 4.3022  -0.237
C6 3.5285 0.7892 4.5846  -0.226
C7 2.6583 1.5230 3.7909  -0.193
C8 2.0431 0.9676 2.6786  -0.271
C9 2.3378 -0.3505 2.3926  0.191
N2 1.1140 0.8396 -1.4894  -0.610
C10 -0.2580 0.8324 -1.7847  0.140
C11 -0.8761 2.0533 -2.0563  -0.252
C12 -2.2223 2.1065 -2.3499  -0.205
C13 -2.9825 0.9444 -2.3920  0.188
C14 -2.3549 -0.2872 -2.1786  0.307
C15 -1.0007 -0.3366 -1.8733  -0.297
O4 -3.0303 -1.4723 -2.2751  -0.493
C16 -4.2849 -1.3523 -2.9110  -0.099
C17 -5.0372 -0.1392 -2.3664  -0.097
O5 -4.3233 1.0444 -2.6507  -0.480
H1 0.1384 -0.5499 0.5355  0.228
H2 1.0365 -1.8546 -0.3035  0.270
H3 4.5012 -1.1145 4.9116  0.231
H4 3.9877 1.2587 5.4404  0.217
H5 2.4552 2.5527 4.0428  0.215
H6 1.3722 1.5421 2.0601  0.219
H7 1.6399 1.5875 -1.9279  0.412
H8 -0.2979 2.9640 -2.0258  0.217
H9 -2.7133 3.0457 -2.5457  0.230
H10 -0.5549 -1.3075 -1.7474  0.228
H11 -4.8238 -2.2785 -2.7088  0.205
H12 -4.1442 -1.2347 -3.9940  0.182
H13 -6.0144 -0.0323 -2.8387  0.205
H14 -5.1616 -0.2487 -1.2804  0.180

Output
- SMILES string: O=C(Cn1c(=O)oc2ccccc21)Nc1ccc2c(c1)OCCO2
- LUMO level: 0.6 eV
- Relative energy (zero: lowest compared OMol25 entry of this formula, charge and spin): 0.000 eV
- Orbital gap: 9.0 eV
- 2S+1: 1
- E_tot: -1141.96976 Ha
- E_HOMO: -8.4 eV